{
  "formula": "C4H10N2",
  "method": "the ωB97M-V functional and the def2-TZVPD basis",
  "lumo_ev": [-3.4, -6.9],
  "total_energy_ev": -7282.5182,
  "spin_multiplicity": 2,
  "e_homo_ev": [-14.11, -15.94],
  "charge": 1,
  "elements": ["C", "C", "C", "C", "N", "N", "H", "H", "H", "H", "H", "H", "H", "H", "H", "H"],
  "coordinates": [[1.90, 0.73, -0.40], [0.44, 1.13, -0.63], [-0.54, 0.01, -0.33], [-1.26, -0.04, 0.83], [-1.87, -1.15, 1.36], [-0.42, -1.14, -1.10], [2.58, 1.54, -0.63], [2.20, -0.15, -0.96], [2.10, 0.55, 0.66], [0.28, 1.50, -1.65], [0.20, 1.98, 0.00], [-1.64, 0.87, 1.29], [-1.28, -1.85, 1.78], [-2.72, -0.91, 1.85], [0.48, -1.13, -1.58], [-0.45, -1.94, -0.48]],
  "lowdin_charge": [-0.07, -0.17, -0.23, -0.05, 0.16, 0.21, 0.09, 0.07, 0.09, 0.13, 0.12, 0.15, 0.13, 0.12, 0.12, 0.12]
}

---

{
  "formula": "C4H10N2",
  "method": "the ωB97M-V functional and the def2-TZVPD basis",
  "lumo_ev": [-3.8, -8.3],
  "total_energy_ev": -7280.8501,
  "spin_multiplicity": 2,
  "e_homo_ev": [-15.60, -15.65],
  "charge": 1,
  "elements": ["C", "C", "C", "N", "C", "N", "H", "H", "H", "H", "H", "H", "H", "H", "H", "H"],
  "coordinates": [[-0.10, -1.87, 0.10], [-0.82, -1.16, -1.05], [-0.43, 0.38, -1.05], [-0.56, 0.91, 0.28], [0.50, 1.33, 1.04], [1.65, 0.87, 0.76], [-0.22, -2.96, 0.04], [-0.60, -1.77, 1.06], [0.99, -1.85, 0.03], [-0.72, -1.64, -2.01], [-1.84, -1.13, -0.66], [-1.13, 0.89, -1.71], [0.62, 0.45, -1.28], [-1.47, 0.97, 0.71], [0.40, 2.23, 1.65], [2.42, 1.23, 1.31]],
  "lowdin_charge": [-0.12, -0.17, -0.12, 0.15, -0.17, 0.23, 0.09, 0.08, 0.08, 0.12, 0.11, 0.15, 0.12, 0.18, 0.16, 0.10]
}

---

{
  "formula": "C4H10N2O",
  "method": "the ωB97M-V functional and the def2-TZVPD basis",
  "lumo_ev": 0.7,
  "total_energy_ev": -9334.6326,
  "e_homo_ev": -7.90,
  "charge": 0,
  "elements": ["C", "C", "C", "C", "N", "O", "N", "H", "H", "H", "H", "H", "H", "H", "H", "H", "H"],
  "coordinates": [[-0.98, -0.07, -0.40], [-2.02, 0.98, -0.06], [1.88, 0.79, 0.42], [0.92, -0.24, -0.16], [1.46, -1.52, -0.30], [-1.50, -1.38, -0.45], [0.06, 0.22, -1.18], [-2.24, -1.48, 0.17], [-0.04, -0.25, 0.80], [2.14, -1.87, 0.35], [0.84, -2.16, -0.78], [-2.38, 1.42, -0.99], [-2.90, 0.60, 0.46], [-1.59, 1.79, 0.53], [1.33, 1.68, 0.72], [2.46, 0.41, 1.26], [2.56, 1.07, -0.39]],
  "lowdin_charge": [-0.52, -0.01, -0.04, -0.57, 0.12, 0.03, 0.04, 0.10, 0.19, 0.09, 0.09, 0.10, 0.07, 0.08, 0.08, 0.07, 0.09]
}

---

{
  "formula": "C4H10N2O",
  "method": "the ωB97M-V functional and the def2-TZVPD basis",
  "lumo_ev": 0.9,
  "total_energy_ev": -9336.8467,
  "e_homo_ev": -9.05,
  "charge": 0,
  "smiles": "CCNC(=O)CN",
  "elements": ["N", "C", "C", "N", "C", "C", "O", "H", "H", "H", "H", "H", "H", "H", "H", "H", "H"],
  "coordinates": [[-0.13, 0.14, 2.75], [0.44, 0.44, 1.42], [-0.66, 0.94, 0.48], [-0.59, 0.70, -0.89], [0.51, -0.13, -1.54], [0.00, -1.56, -1.74], [-1.42, 1.86, 0.87], [-1.12, -0.02, 2.97], [0.19, 0.92, 3.38], [0.70, -0.53, 0.92], [1.21, 1.17, 1.28], [-1.19, 1.33, -1.43], [0.84, 0.46, -2.39], [1.35, -0.08, -0.87], [-0.05, -1.69, -2.79], [0.77, -2.26, -1.39], [-0.87, -1.68, -1.03]],
  "lowdin_charge": [-0.01, -0.19, -0.46, 0.04, -0.22, -0.08, -0.01, 0.08, 0.08, 0.10, 0.12, 0.14, 0.11, 0.08, 0.05, 0.07, 0.10]
}

---

{
  "formula": "C4H10N2O",
  "method": "the ωB97M-V functional and the def2-TZVPD basis",
  "lumo_ev": [0.3, 0.3],
  "total_energy_ev": -9333.8531,
  "e_homo_ev": [-9.17, -9.17],
  "charge": 0,
  "elements": ["C", "C", "C", "C", "N", "N", "O", "H", "H", "H", "H", "H", "H", "H", "H", "H", "H"],
  "coordinates": [[0.24, 1.06, 1.30], [-0.47, 1.22, 2.65], [-0.73, -0.88, -1.87], [0.80, -0.84, -1.77], [0.52, -0.09, 0.89], [1.23, 0.27, -0.94], [1.31, -2.13, -1.35], [0.47, 1.88, 0.66], [-0.10, 0.26, 3.25], [-0.22, 2.12, 3.22], [-1.56, 1.32, 2.38], [-0.82, -0.10, -2.54], [-1.31, -0.87, -0.98], [-0.93, -1.68, -2.48], [1.14, -0.77, -2.87], [2.24, 0.42, -0.84], [1.21, -2.37, -0.38]],
  "lowdin_charge": [-0.31, -0.08, -0.05, -0.51, 0.15, 0.06, -0.10, 0.09, 0.12, 0.06, 0.08, 0.05, 0.06, 0.05, 0.16, 0.07, 0.10]
}

---

{
  "formula": "C4H10N2O",
  "method": "the ωB97M-V functional and the def2-TZVPD basis",
  "lumo_ev": 0.9,
  "total_energy_ev": -9337.3949,
  "e_homo_ev": -9.54,
  "charge": 0,
  "smiles": "C[C@H](N)CC(N)=O",
  "elements": ["C", "C", "C", "C", "N", "O", "N", "H", "H", "H", "H", "H", "H", "H", "H", "H", "H"],
  "coordinates": [[-0.36, -0.46, 1.51], [-0.75, 0.24, 0.18], [0.12, -0.39, -0.98], [1.57, -0.06, -0.63], [2.00, 1.29, -0.83], [2.31, -0.86, -0.15], [-2.17, -0.04, -0.09], [-1.18, -0.34, 2.22], [0.54, -0.07, 1.97], [-0.30, -1.53, 1.31], [-0.53, 1.30, 0.17], [0.08, -1.47, -0.83], [-0.14, 0.03, -1.95], [2.26, 1.51, -1.78], [1.48, 1.96, -0.29], [-2.66, -0.21, 0.78], [-2.26, -0.91, -0.62]],
  "lowdin_charge": [-0.06, -0.42, -0.08, -0.53, 0.10, 0.11, 0.02, 0.07, 0.08, 0.08, 0.11, 0.11, 0.12, 0.09, 0.08, 0.06, 0.07]
}

---

{
  "formula": "C4H10N2O",
  "method": "the ωB97M-V functional and the def2-TZVPD basis",
  "lumo_ev": 0.9,
  "total_energy_ev": -9336.8888,
  "e_homo_ev": -9.24,
  "charge": 0,
  "smiles": "CCCNC(N)=O",
  "elements": ["C", "N", "C", "N", "O", "C", "C", "H", "H", "H", "H", "H", "H", "H", "H", "H", "H"],
  "coordinates": [[0.89, 0.86, -0.02], [-0.24, 0.28, 0.58], [-1.46, 0.06, -0.06], [-2.66, -0.26, 0.67], [-1.48, 0.15, -1.24], [1.95, -0.03, -0.56], [2.60, -0.93, 0.51], [0.53, 1.49, -0.87], [1.22, 1.75, 0.68], [-0.04, -0.62, 0.96], [-2.98, 0.51, 1.32], [-3.29, -0.80, 0.00], [2.79, 0.70, -0.96], [1.70, -0.68, -1.42], [2.75, -0.24, 1.44], [3.58, -1.42, 0.02], [1.94, -1.82, 0.71]],
  "lowdin_charge": [-0.30, 0.02, -0.60, 0.10, 0.08, -0.29, -0.14, 0.13, 0.15, 0.11, 0.11, 0.12, 0.14, 0.11, 0.10, 0.11, 0.06]
}

---

{
  "formula": "C4H10N2O",
  "method": "the ωB97M-V functional and the def2-TZVPD basis",
  "lumo_ev": 0.9,
  "total_energy_ev": -9334.9390,
  "e_homo_ev": -6.49,
  "charge": 0,
  "elements": ["C", "C", "C", "C", "N", "N", "O", "H", "H", "H", "H", "H", "H", "H", "H", "H", "H"],
  "coordinates": [[0.72, -1.03, 0.10], [-0.21, 0.87, -0.93], [0.71, -0.31, -1.24], [-0.63, -0.73, 0.71], [-0.71, -0.67, 2.04], [0.50, 1.89, -0.15], [-1.80, -1.03, 0.12], [0.11, -0.49, 2.59], [-1.63, -0.61, 2.47], [-0.16, 2.50, 0.31], [1.09, 2.49, -0.74], [1.49, -0.59, 0.74], [0.88, -2.12, 0.07], [-0.69, 1.26, -1.84], [-1.67, -0.42, -0.68], [0.27, -0.95, -2.02], [1.73, -0.06, -1.55]],
  "lowdin_charge": [-0.15, -0.33, -0.24, -0.43, 0.21, -0.05, 0.02, 0.12, 0.12, 0.05, 0.05, 0.11, 0.12, 0.07, 0.12, 0.10, 0.10]
}

---

{
  "formula": "C4H10N2O",
  "method": "the ωB97M-V functional and the def2-TZVPD basis",
  "lumo_ev": 0.9,
  "total_energy_ev": -9335.8101,
  "e_homo_ev": -8.28,
  "charge": 0,
  "elements": ["C", "C", "C", "N", "C", "O", "N", "H", "H", "H", "H", "H", "H", "H", "H", "H", "H"],
  "coordinates": [[-0.97, -0.20, 0.16], [-1.93, -1.03, -0.67], [2.63, 0.67, -0.14], [-0.62, -0.65, 1.43], [0.32, 0.18, -0.53], [-1.55, 1.24, 0.13], [1.31, 0.26, 0.26], [-1.15, 1.67, 0.90], [-1.43, -0.95, 1.96], [0.62, -0.17, 1.42], [0.36, 0.30, -1.61], [-2.88, -1.10, -0.15], [-2.10, -0.56, -1.64], [-1.52, -2.03, -0.82], [3.36, -0.06, 0.20], [2.71, 0.77, -1.23], [2.85, 1.64, 0.31]],
  "lowdin_charge": [-0.65, -0.03, -0.09, 0.00, -0.05, -0.08, -0.05, 0.07, 0.06, 0.18, 0.14, 0.08, 0.08, 0.08, 0.08, 0.08, 0.09]
}

---

{
  "formula": "C4H10N2O",
  "method": "the ωB97M-V functional and the def2-TZVPD basis",
  "lumo_ev": 1.1,
  "total_energy_ev": -9333.6684,
  "e_homo_ev": -8.11,
  "charge": 0,
  "elements": ["C", "C", "C", "C", "N", "N", "O", "H", "H", "H", "H", "H", "H", "H", "H", "H", "H"],
  "coordinates": [[-0.98, 0.42, 1.41], [-0.37, -1.21, -0.20], [-0.02, -1.30, -1.66], [0.57, 1.77, 0.04], [1.13, -0.32, 0.90], [0.41, 0.79, 1.22], [-1.32, -0.34, 0.24], [-0.79, -0.19, 2.35], [-1.65, 1.20, 1.71], [-0.41, -2.12, 0.48], [-0.79, -2.03, -2.12], [0.86, -1.78, -1.79], [-0.02, -0.22, -2.07], [-0.29, 1.89, -0.49], [0.86, 2.62, 0.51], [1.29, 1.45, -0.62], [1.18, -1.08, 1.57]],
  "lowdin_charge": [-0.20, -0.24, -0.05, -0.02, 0.02, -0.25, -0.11, 0.14, 0.12, 0.14, 0.11, 0.02, 0.11, 0.05, 0.05, 0.05, 0.05]
}

---

{
  "formula": "C4H10N2O",
  "method": "the ωB97M-V functional and the def2-TZVPD basis",
  "lumo_ev": 1.0,
  "total_energy_ev": -9337.1788,
  "e_homo_ev": -9.16,
  "charge": 0,
  "smiles": "CCNC(=O)CN",
  "elements": ["N", "C", "C", "N", "C", "C", "O", "H", "H", "H", "H", "H", "H", "H", "H", "H", "H"],
  "coordinates": [[-2.68, 0.39, -0.63], [-1.44, -0.18, -0.13], [-0.40, 1.00, -0.04], [0.57, 0.90, 0.98], [1.40, -0.33, 0.95], [1.83, -0.73, -0.49], [-0.50, 1.93, -0.79], [-2.46, 1.20, -1.19], [-3.25, -0.25, -1.15], [-0.99, -0.89, -0.83], [-1.59, -0.64, 0.85], [0.35, 1.36, 1.83], [2.29, -0.14, 1.55], [0.98, -1.20, 1.47], [1.18, -1.48, -0.92], [1.86, 0.18, -1.08], [2.85, -1.10, -0.39]],
  "lowdin_charge": [0.00, -0.20, -0.45, 0.01, -0.25, -0.07, 0.11, 0.05, 0.06, 0.10, 0.11, 0.12, 0.10, 0.10, 0.06, 0.08, 0.07]
}

---

{
  "formula": "C4H10N2O",
  "method": "the ωB97M-V functional and the def2-TZVPD basis",
  "lumo_ev": 0.7,
  "total_energy_ev": -9335.3461,
  "e_homo_ev": -8.74,
  "charge": 0,
  "elements": ["C", "C", "C", "N", "C", "O", "N", "H", "H", "H", "H", "H", "H", "H", "H", "H", "H"],
  "coordinates": [[1.39, -0.30, -1.31], [-0.70, 0.81, 0.16], [0.84, -0.62, 1.45], [0.64, 0.24, 0.29], [-1.75, -0.21, -0.21], [2.16, 0.70, -1.46], [-2.80, -0.01, -0.87], [1.43, 0.98, 0.16], [0.47, -0.40, -1.92], [1.79, -1.27, -0.98], [-2.92, 0.96, -1.16], [-1.00, 1.31, 1.09], [-0.64, 1.58, -0.62], [-1.58, -1.24, 0.12], [1.88, -0.94, 1.48], [0.20, -1.50, 1.38], [0.60, -0.09, 2.38]],
  "lowdin_charge": [-0.30, -0.17, -0.07, -0.17, -0.25, -0.17, 0.10, 0.16, 0.10, 0.10, 0.06, 0.13, 0.13, 0.10, 0.09, 0.08, 0.09]
}